Below is a structure of composition C28H32N4Tc, with properties calculated with the ωB97M-V functional and the def2-TZVPD basis.

Structure (XYZ):
```
65
Properties=species:S:1:pos:R:3:forces:R:3:nbo_charge:R:1
Tc -0.34603 -0.14610 0.24708 -0.007 0.242 -0.607 1.1712
C -0.53237 -3.23872 2.44777 -0.028 -0.055 0.042 -0.4073
C -1.59277 -2.15641 2.62498 -0.015 0.054 0.029 -0.4095
C -2.49094 -1.92220 1.42263 -0.043 0.108 -0.114 -0.2510
N -2.02861 -1.01019 0.34028 -0.402 -0.294 0.089 -0.4401
C -3.03489 -0.69189 -0.60262 0.143 0.013 0.165 0.2183
C -4.23417 -1.36213 -0.63556 -0.102 -0.016 -0.074 -0.1858
C -5.36687 -1.18650 -1.45853 0.043 -0.033 0.030 -0.1487
C -5.58904 -0.27689 -2.44977 -0.029 -0.003 -0.005 -0.1481
C -4.70000 0.71737 -2.89823 0.091 0.044 -0.003 -0.1162
C -3.43679 1.00784 -2.46917 -0.139 0.026 -0.013 -0.2103
C -2.64121 0.39620 -1.46534 0.185 0.020 -0.056 0.2124
N -1.39933 0.78452 -1.22158 0.026 0.085 0.028 -0.4862
C -0.83251 2.05065 -1.66450 -0.030 -0.132 -0.075 -0.2406
C -1.13758 3.11621 -0.60273 0.005 0.070 -0.018 -0.4093
C -1.44455 2.52528 0.76931 0.016 -0.104 0.152 -0.2291
N -0.49126 1.48617 1.23207 0.173 0.187 0.235 -0.4721
C 0.15558 1.60712 2.47367 0.006 0.129 -0.268 0.2270
C -0.04480 2.68004 3.30734 0.015 -0.008 0.106 -0.1925
C 0.54454 3.02917 4.53888 -0.013 0.022 0.008 -0.1443
C 1.53224 2.40293 5.23911 0.009 -0.009 0.008 -0.1581
C 2.18941 1.21435 4.87750 -0.012 -0.084 -0.081 -0.1252
C 1.96634 0.39589 3.80810 0.106 0.073 0.080 -0.2049
C 1.02440 0.47514 2.74592 -0.005 -0.226 -0.120 0.2090
N 0.87665 -0.50745 1.87249 0.067 -0.226 0.154 -0.5454
C 1.53434 -1.81486 2.02478 -0.083 0.202 0.106 -0.2411
C 0.62628 -2.92082 1.51649 0.016 -0.069 -0.159 -0.3919
H -1.03215 -4.14293 2.08959 0.009 -0.007 0.007 0.2198
H -0.12678 -3.49647 3.42968 0.012 0.021 0.001 0.2248
H -1.18584 -1.21136 2.98642 0.046 -0.017 -0.011 0.2101
H -2.26919 -2.49758 3.41192 -0.002 -0.007 -0.001 0.2437
H -3.42647 -1.49273 1.78945 -0.007 -0.031 0.018 0.2151
H -2.73054 -2.88986 0.97156 0.045 -0.025 0.016 0.2103
H -4.35770 -2.16323 0.07507 -0.006 0.003 0.004 0.2388
H -6.17683 -1.87616 -1.25468 0.005 -0.009 -0.005 0.2441
H -6.55084 -0.31853 -2.94479 0.005 0.000 -0.011 0.2468
H -5.06394 1.34245 -3.70518 -0.028 -0.005 0.006 0.2447
H -2.95777 1.82622 -2.98820 -0.038 0.007 0.007 0.2307
H -1.16326 2.36109 -2.65466 -0.027 0.028 0.027 0.2208
H 0.24337 1.91017 -1.74126 0.011 0.006 -0.005 0.2072
H -2.01616 3.69754 -0.88991 0.001 -0.001 -0.002 0.2343
H -0.30616 3.81930 -0.54092 0.012 -0.021 0.008 0.2335
H -2.43769 2.07251 0.78407 -0.002 -0.001 -0.046 0.2087
H -1.48110 3.35174 1.46654 -0.035 0.011 -0.024 0.2209
H -0.78062 3.40297 2.99658 -0.006 0.001 0.007 0.2256
H 0.16385 3.94617 4.97161 -0.017 -0.003 -0.012 0.2408
H 1.85702 2.87049 6.15973 -0.011 0.009 0.001 0.2462
H 2.98142 0.89098 5.54239 0.003 0.030 0.012 0.2429
H 2.62652 -0.45741 3.75664 0.020 0.015 -0.008 0.2322
H 1.76947 -2.01710 3.07001 -0.063 -0.015 0.023 0.2118
H 2.47584 -1.80599 1.47755 0.074 -0.021 0.011 0.2162
H 1.22921 -3.82146 1.37889 0.017 0.011 0.034 0.2429
H 0.25871 -2.68552 0.50433 -0.016 0.055 0.024 0.1848
C 2.45962 -1.43533 -1.04197 0.037 -0.102 -0.061 -0.1030
C 2.37152 -2.80214 -1.23809 0.036 0.118 0.036 -0.2283
C 1.29704 -3.33590 -1.94484 -0.038 0.040 -0.048 -0.1420
C 0.32672 -2.50633 -2.49292 0.139 -0.120 -0.012 -0.2120
C 0.44349 -1.12888 -2.35408 0.019 0.055 0.116 -0.1860
C 1.48586 -0.58238 -1.58295 -0.096 -0.055 0.226 -0.3582
H 3.31225 -1.01236 -0.52800 -0.002 0.027 0.037 0.2296
H 3.14407 -3.45496 -0.85443 0.003 -0.010 0.002 0.2444
H 1.23851 -4.40567 -2.09704 -0.024 -0.007 0.002 0.2445
H -0.47389 -2.92797 -3.08530 -0.008 0.016 -0.008 0.2416
H -0.21126 -0.47066 -2.90270 -0.083 -0.034 0.018 0.2411
H 1.67289 0.48517 -1.58804 0.022 0.021 -0.026 0.2500
```
Positions in Å, forces in eV/Å.

Output
Frontier orbital gap (spin up / spin down), Eh: 0.22264 / 0.23790
Net charge: +2
F_max, eV/Å: 0.65
Expectation value of S²: 0.77
LUMO (spin up / spin down), eV: -7.4386 / -7.2874
Spin multiplicity: 2